{
  "formula": "C4H10IN2S",
  "method": "ωB97M-V/def2-TZVPD",
  "symbols": ["C", "C", "C", "C", "N", "N", "S", "I", "H", "H", "H", "H", "H", "H", "H", "H", "H", "H"],
  "positions_angstrom": [[0.1880, 0.8658, -0.7131], [-1.2289, 0.4477, -0.4274], [-0.5207, 1.2002, 0.6086], [1.2594, -0.1591, -0.8843], [-1.3095, -0.9425, -0.3460], [-0.0539, 0.0405, 2.0734], [-2.4667, 1.4740, -1.3368], [-0.7128, 3.0528, 1.5560], [0.4273, 1.8633, -1.2205], [1.2296, -0.4468, -1.8509], [1.3341, -1.0647, -0.3551], [2.2828, 0.1617, -0.6816], [-2.1485, -1.3035, 0.0850], [-1.2186, -1.3776, -1.2585], [0.7442, -0.4491, 1.6935], [-0.6669, -0.7669, 2.1589], [0.0139, 0.4854, 2.9778], [-1.7187, 2.5947, -1.3794]],
  "orbital_gap_ev": 8.84,
  "homo_ev": -12.9481,
  "total_charge": 1,
  "energy_ha": -963.45070
}


{
  "formula": "C4H10INO3P2Pd",
  "method": "ωB97M-V/def2-TZVPD",
  "symbols": ["C", "C", "P", "C", "O", "C", "O", "N", "P", "O", "I", "H", "H", "H", "H", "H", "H", "H", "H", "H", "H", "Pd"],
  "positions_angstrom": [[1.1428, -1.6626, 0.0389], [1.6790, -0.6316, 1.1471], [1.6900, 1.1878, 0.5678], [1.9314, 1.1493, -1.3318], [0.1977, 1.9678, 0.9600], [-0.8978, 1.4932, 0.1770], [-1.2861, 2.0812, -0.8560], [-1.6051, 0.3094, 0.6528], [-2.9472, -0.1431, -0.3997], [-2.4006, -0.8807, -1.8340], [-4.0801, -1.9694, 0.8442], [1.2198, -2.7177, 0.5025], [1.8125, -1.6746, -0.8810], [0.0754, -1.4863, -0.3120], [1.1629, -0.7377, 2.1644], [2.7923, -0.8911, 1.3199], [0.9250, 1.1374, -1.8742], [2.5405, 0.2309, -1.6513], [2.5799, 2.0589, -1.6217], [-1.8873, 0.4317, 1.6652], [-2.1455, -0.1693, -2.4767], [-2.4994, 0.9168, 3.1985]],
  "orbital_gap_ev": 2.90,
  "homo_ev": -15.7541,
  "total_charge": 2,
  "energy_ha": -1546.32001
}


{
  "formula": "C4H10InO2",
  "method": "ωB97M-V/def2-TZVPD",
  "symbols": ["O", "C", "C", "O", "C", "In", "H", "H", "H", "H", "H", "H", "H", "C", "H", "H", "H"],
  "positions_angstrom": [[-1.7224, 1.7420, 0.3019], [-0.9888, 1.5914, -0.8891], [-0.3439, 1.0645, 0.3122], [-0.5268, -0.2522, 0.5877], [-0.1111, -0.6971, 1.8642], [-3.5553, 0.6157, 0.7148], [-0.6310, 2.5227, -1.3359], [-1.1066, 0.6678, -1.6432], [0.3877, 1.6522, 0.8763], [1.3910, -0.2935, -0.8710], [-0.1515, -1.7913, 1.8255], [0.9380, -0.4122, 2.0329], [-0.8497, -0.3305, 2.5949], [1.7112, -1.2739, -1.4878], [2.3781, -1.7695, -0.7705], [0.9047, -1.9833, -1.7117], [2.2765, -1.0529, -2.4011]],
  "orbital_gap_ev": 10.00,
  "homo_ev": -14.4354,
  "total_charge": 1,
  "energy_ha": -498.68365
}


{
  "formula": "C4H10N",
  "method": "ωB97M-V/def2-TZVPD",
  "symbols": ["C", "N", "H", "H", "H", "H", "C", "C", "C", "H", "H", "H", "H", "H", "H"],
  "positions_angstrom": [[-1.9270, 1.0591, 0.5233], [-2.5197, 0.1545, -0.1456], [-2.4120, 1.7393, 1.2130], [-0.8465, 1.1210, 0.4666], [-2.0078, -0.6829, -0.4297], [-3.5362, 0.1107, -0.1235], [2.0256, 0.1941, 0.5898], [1.2133, -0.1111, -0.6247], [0.8181, -1.3512, -0.8983], [2.9035, 0.7929, 0.3363], [2.4647, -0.7192, 0.9903], [1.4834, 0.7360, 1.3716], [0.9045, 0.7238, -1.2491], [0.4619, -1.6543, -1.8744], [0.9740, -2.1128, -0.1455]],
  "orbital_gap_ev": 7.49,
  "homo_ev": -13.4121,
  "total_charge": 1,
  "energy_ha": -212.83721
}